Entry 1:
{
  "formula": "C5H10N2",
  "method": "ωB97M-V/def2-TZVPD",
  "relative_energy_kj_mol": 219.0,
  "e_tot_ha": -305.94045,
  "charge": 0,
  "e_homo_ev": -8.4096,
  "multiplicity": 1,
  "orbital_gap_ev": 9.409,
  "smiles": "C=N/C=C/CCN",
  "species": ["C", "N", "C", "C", "C", "C", "N", "H", "H", "H", "H", "H", "H", "H", "H", "H", "H"],
  "xyz": [[0.30351, 2.06634, -2.51385], [0.52776, 2.11381, -1.27735], [-0.23943, 1.30255, -0.40753], [0.06892, 0.03723, -0.06724], [-0.99305, -0.73237, 0.70909], [-0.40810, -2.05667, 1.18193], [0.88300, -1.88854, 1.84920], [-0.07572, 1.24175, -3.13008], [0.59146, 2.93818, -3.13035], [-1.24043, 1.68641, -0.21384], [1.05499, -0.39633, -0.20034], [-1.21079, -0.14495, 1.61988], [-1.95911, -0.88712, 0.21748], [-1.13615, -2.54759, 1.86907], [-0.46213, -2.74544, 0.33527], [0.73627, -1.34627, 2.70215], [1.09897, -2.77880, 2.30033]],
  "mulliken_charge": [-0.233, -0.478, -0.220, -0.202, -0.590, -0.691, -0.623, 0.274, 0.229, 0.323, 0.357, 0.286, 0.370, 0.353, 0.368, 0.216, 0.261]
}

Entry 2:
{
  "formula": "C6H8N",
  "method": "ωB97M-V/def2-TZVPD",
  "relative_energy_kj_mol": 938.2,
  "e_tot_ha": -287.59888,
  "charge": 1,
  "e_homo_ev": [-13.4867, -12.7301],
  "multiplicity": 1,
  "orbital_gap_ev": [8.444, 8.031],
  "species": ["C", "C", "C", "C", "C", "C", "N", "H", "H", "H", "H", "H", "H", "H", "H"],
  "xyz": [[-1.27480, -2.13186, 0.46542], [-0.63931, 0.26456, 1.52093], [0.95530, 1.63549, 0.31712], [-0.44766, 1.65517, -0.11641], [0.55031, -0.71367, -0.49460], [-0.35413, -1.91737, -0.40231], [0.15898, 0.39595, 0.42566], [-2.03939, -2.64386, 0.98640], [1.75953, 1.62455, -0.41000], [1.20396, 2.10671, 1.26403], [-1.17844, 2.15281, 0.51859], [-0.72345, 1.59213, -1.16126], [1.56253, -1.02659, -0.20937], [0.57638, -0.34677, -1.52518], [-0.10981, -2.64726, -1.17903]],
  "mulliken_charge": [-0.649, -0.161, -0.181, -0.477, -0.336, -0.145, 0.314, 0.399, 0.299, 0.264, 0.335, 0.259, 0.356, 0.352, 0.371]
}

> The highest charge belongs to which entry?

C6H8N